1.
Formula: C2H3F2NO2
Source: OMol25
Level of theory: wB97M-V/def2-TZVPD

The geometry in XYZ format:
```
10
Properties=species:S:1:pos:R:3:lowdin_charge:R:1
C 0.35 -0.36 0.31 -0.41
F -1.60 0.87 1.50 0.10
N 0.64 0.69 -0.50 0.06
C -1.16 -0.19 0.81 -0.30
O 1.69 0.52 -1.48 0.02
F -1.91 -0.16 -0.35 0.04
H 2.26 -0.18 -1.28 0.06
O 1.13 -1.26 0.54 0.09
H -0.11 1.28 -0.90 0.17
H -1.28 -1.21 1.35 0.18
```

2S+1: 1
SMILES string: O=C(NO)C(F)F
E in eV: -13140.502
HOMO-LUMO gap in eV: 11.051
Total charge: 0

---

2.
Formula: C39H44I2N11OSTl
Source: OMol25
Level of theory: wB97M-V/def2-TZVPD

The geometry in XYZ format:
```
99
Properties=species:S:1:pos:R:3:lowdin_charge:R:1
H -3.40 -2.08 0.41 0.11
O -3.01 0.46 -0.23 -0.21
H 0.30 5.58 -1.12 0.11
H -5.66 2.92 2.47 0.09
H 0.71 -2.72 -5.19 0.13
N -1.19 -1.82 -2.57 0.01
I -3.77 3.54 0.11 1.06
H 4.97 3.32 2.29 0.10
H -5.06 -1.21 3.41 0.10
H -2.20 -1.28 3.68 0.14
C -5.18 1.97 2.26 -0.22
H -2.82 5.28 -4.04 0.12
C -3.24 -1.78 1.45 -0.13
C 4.85 2.24 2.16 -0.04
H -1.24 6.65 -2.71 0.12
C -3.70 0.60 0.84 -0.48
H -1.89 -3.18 -0.45 0.08
N 2.68 3.05 -2.01 0.17
H 1.39 0.43 2.22 0.06
H 0.71 -6.48 0.34 0.12
N -1.78 -1.61 1.64 -0.13
C -0.88 1.03 4.15 0.01
C 0.14 -2.67 0.05 -0.11
H -3.64 -2.56 2.11 0.14
C -2.26 1.03 -3.06 -0.45
C -2.08 3.44 -3.22 -0.49
C -1.33 -3.34 -4.89 -0.20
H -0.52 -1.65 3.30 0.14
H 5.25 -2.07 1.01 0.11
H -1.33 -2.50 1.46 0.05
H 4.09 -2.40 -2.40 0.12
C -4.28 1.85 1.22 -0.60
C 2.57 -2.25 0.65 -0.09
H -1.52 -5.60 -0.30 0.12
H 5.44 1.74 2.93 0.10
C -5.48 0.85 3.03 -0.73
C -3.97 -0.49 1.71 -0.17
H 2.54 -4.92 0.85 0.12
H 2.98 -2.41 1.66 0.15
C -0.58 2.29 1.77 -0.15
N -1.45 -4.71 -7.07 0.21
Tl -0.66 -0.21 -0.19 1.11
C -1.40 -1.11 2.95 -0.11
H 2.88 -1.25 -1.75 0.08
C 1.57 -4.53 0.53 -0.04
H 5.26 1.94 1.20 0.08
N 1.60 0.79 1.29 0.10
C -4.84 -0.36 2.77 -0.12
N 3.07 2.07 0.03 0.15
C -1.19 2.81 -2.32 -0.36
C 4.92 -1.82 0.00 0.02
H 3.20 0.64 4.04 0.10
H 2.28 -1.21 0.54 0.08
H 4.72 -0.75 -0.07 0.10
C 0.54 -5.41 0.27 -0.05
N -1.31 1.43 -2.28 -0.01
H -1.04 0.51 5.08 0.13
C -1.40 -4.11 -6.09 -0.16
H 1.28 1.11 -2.46 0.05
H -3.14 -2.38 -2.21 0.12
N 3.68 -2.56 -0.32 -0.17
H -3.36 -3.76 -4.27 0.13
H 0.31 3.12 -0.83 0.07
H -0.09 4.06 2.88 0.12
H 2.45 -2.96 -2.00 0.10
H 0.72 -1.34 -3.11 0.09
C 3.25 -2.27 -1.71 0.02
H -0.51 2.75 0.79 0.08
H 2.20 3.12 -2.89 0.12
C -0.36 4.96 -1.72 -0.07
C -0.70 -4.92 -0.10 -0.03
C -0.16 -2.66 -4.55 0.02
H -0.34 2.89 5.07 0.13
C 2.40 2.00 -1.20 -0.53
C -2.11 4.82 -3.37 -0.07
H 1.90 1.81 3.69 0.06
H 3.05 3.92 -1.65 0.11
C -1.24 5.57 -2.62 -0.06
H -2.56 0.00 -3.16 0.06
C -2.30 -2.48 -2.89 -0.13
H 3.65 2.89 0.12 0.13
C 2.65 1.52 1.24 -0.42
C -0.51 2.36 4.14 -0.04
C 1.39 -3.15 0.41 -0.25
C -1.06 0.36 2.94 -0.24
C -0.15 -1.91 -3.39 -0.13
N -0.89 0.99 1.78 -0.01
H 5.70 -2.09 -0.70 0.11
C 2.98 1.64 3.65 -0.03
S -3.09 2.24 -3.97 1.12
I -6.85 1.00 4.60 0.89
C -0.36 3.01 2.92 -0.03
N 1.71 0.97 -1.55 0.10
N 3.46 1.82 2.29 -0.15
H 3.46 2.37 4.29 0.10
C -2.43 -3.24 -4.04 0.03
C -0.33 3.59 -1.56 -0.10
C -0.91 -3.55 -0.19 -0.15
H 3.87 -3.56 -0.25 0.17
```

2S+1: 1
E in eV: -91310.523
HOMO-LUMO gap in eV: 4.933
Total charge: +2

---

3.
Formula: C3H6OS2
Source: OMol25
Level of theory: wB97M-V/def2-TZVPD

The geometry in XYZ format:
```
12
Properties=species:S:1:pos:R:3:lowdin_charge:R:1
C -0.80 -0.77 0.02 -0.20
H -0.97 -1.58 -0.66 0.11
H -0.91 -1.02 1.06 0.11
H 0.73 0.18 -1.25 0.06
S 2.45 1.78 0.52 0.47
H -1.50 1.34 -0.46 0.13
H 2.62 0.53 0.98 -0.29
O -3.00 0.09 -0.15 0.07
C -1.82 0.30 -0.26 -0.28
H 0.78 0.79 0.44 -0.03
C 0.66 -0.17 -0.22 -0.84
S 1.76 -1.46 -0.03 0.68
```

2S+1: 1
E in eV: -26921.357
HOMO-LUMO gap in eV: 5.324
Total charge: 0

---

Record-wise max |F| values, in eV/A: 4.0, 2.4, 3.7